Density functional theory data (the ωB97M-V functional and the def2-TZVPD basis) for a structure of composition C12H30N2NaO4.

E_HOMO: -12.51 eV
Gap between HOMO and LUMO: 10.3 eV
Charge: +1
E: -28508.1996 eV

Each line ends with the natural charge from an NBO analysis.
CARTESIAN COORDINATES (ANGSTROEM)
Na1 0.95337 -0.13321 -0.47846  0.86
C1 -2.37520 0.65855 -1.70893  -0.26
O1 -1.27131 0.73957 -0.80202  -0.56
C2 -1.64953 1.75381 0.07058  -0.09
C3 -0.75335 1.89406 1.22686  -0.27
N1 0.67389 1.79073 0.94647  -0.66
C4 1.15870 2.86432 0.20950  -0.25
C5 2.64307 2.43117 -0.07745  -0.05
O2 2.70464 1.25911 -0.92220  -0.59
C6 4.04948 0.65066 -0.93249  -0.26
H1 -3.28906 0.46397 -1.23668  0.19
H2 -2.13151 -0.00738 -2.57569  0.20
H3 -2.57641 1.65959 -2.10460  0.18
H4 -2.65302 1.48035 0.44944  0.18
H5 -1.77347 2.68992 -0.37739  0.18
H6 -1.00484 1.33707 2.12683  0.23
H7 -0.75461 2.91880 1.57906  0.19
H8 1.06826 1.81028 1.95891  0.38
H9 1.34173 3.66999 0.82718  0.19
H10 0.57901 3.10576 -0.69532  0.22
H11 3.01924 2.01751 0.79047  0.16
H12 3.30048 3.28727 -0.40091  0.19
H13 4.84903 1.41990 -1.07134  0.19
H14 4.07071 -0.14576 -1.63035  0.21
H15 4.33963 0.21398 -0.00501  0.17
C7 0.90151 -0.96488 -2.88854  -0.27
O3 1.83385 -1.51536 -1.86870  -0.59
C8 1.53179 -2.86870 -1.50697  -0.08
C9 1.02876 -2.85370 -0.03887  -0.28
N2 -0.22866 -2.07889 0.07058  -0.67
C10 -0.52062 -1.65854 1.39621  -0.24
C11 -1.95503 -1.29090 1.57608  -0.06
O4 -2.41190 -0.57572 2.72497  -0.56
C12 -3.85007 -0.38637 2.84965  -0.24
H16 -0.10189 -1.08351 -2.49765  0.18
H17 0.92172 -1.53017 -3.76095  0.20
H18 1.05528 0.07612 -2.99929  0.21
H19 2.52987 -3.30921 -1.43342  0.20
H20 0.85001 -3.45252 -2.16855  0.20
H21 1.92802 -2.63389 0.51949  0.22
H22 0.63681 -3.78672 0.26266  0.21
H23 -1.10983 -2.57386 -0.12551  0.38
H24 0.21064 -0.90105 1.66928  0.17
H25 -0.35351 -2.45105 2.03934  0.18
H26 -2.57937 -2.24723 1.57394  0.17
H27 -2.28521 -0.73899 0.64418  0.16
H28 -4.03710 -0.12952 3.90753  0.21
H29 -4.39171 -1.31091 2.60553  0.18
H30 -4.12233 0.43555 2.28256  0.17